Record 1
Entry from OMol25: a molecular structure, C53H49CaN7P2S3Te (ωB97M-V with the def2-TZVPD basis set).

Last column: Mulliken charge in e.
Geometry (Å):
Te1 4.663 1.145 -0.478  0.2692
Ca1 -0.020 -0.286 0.265  1.5011
S1 2.500 -1.080 -0.027  -0.2671
S2 -1.939 1.712 -0.324  -0.5055
S3 -2.742 -2.637 0.570  -0.3431
P1 2.358 2.191 1.325  1.7798
P2 1.763 2.339 -1.593  2.3570
N1 -0.954 -0.779 -1.798  1.1911
N2 -1.583 0.154 -2.589  -1.5115
N3 -2.042 -0.394 2.503  2.0654
N4 8.000 4.825 -1.036  -0.6988
N5 0.136 -3.042 -0.442  0.9553
N6 0.933 -1.333 2.785  2.1438
N7 -2.535 2.156 -2.865  -0.4099
C1 -1.532 -1.457 3.389  -2.1961
C2 7.976 4.049 0.052  -0.3900
C3 4.399 1.582 3.220  0.0331
C4 7.079 3.004 0.244  -0.1897
C5 6.027 3.144 4.061  -0.5201
C6 2.884 2.508 -4.265  -0.4967
C7 -0.383 -4.324 -2.389  -1.0504
C8 1.401 4.100 -2.079  -0.4449
C9 0.299 5.830 1.729  -0.5859
C10 -5.259 -1.652 1.119  -0.7091
C11 2.905 -2.026 1.384  1.5683
C12 1.358 3.655 1.924  -0.1134
C13 2.524 -3.014 3.566  -0.0828
C14 2.497 1.721 -3.182  -0.0888
C15 0.097 4.489 -2.370  -0.4396
C16 1.202 -0.495 3.966  -0.6858
C17 3.048 -0.248 -4.503  -0.8330
C18 0.129 -5.468 -1.805  -0.4889
C19 -1.973 1.255 -1.986  0.1527
C20 3.368 1.932 -5.439  -0.7582
C21 6.148 3.527 -1.870  -0.1829
C22 -6.178 -0.820 1.744  -0.4662
C23 3.817 2.569 2.430  0.1012
C24 -5.742 0.153 2.637  -0.9332
C25 -3.450 -0.547 2.236  -0.9413
C26 -3.869 -1.560 1.344  0.6809
C27 3.459 0.554 -5.561  -0.5466
C28 4.368 3.851 2.460  -0.4759
C29 3.084 2.604 -0.322  -1.2604
C30 0.079 4.592 3.771  -0.5718
C31 2.112 6.396 -2.386  -0.4471
C32 5.493 1.862 4.033  -0.6913
C33 -0.215 5.723 3.013  -0.5965
C34 6.125 2.724 -0.731  0.1400
C35 -0.271 -2.178 2.939  0.5335
C36 0.802 6.775 -2.672  -0.6964
C37 -0.204 5.819 -2.662  -0.4521
C38 0.636 -4.148 0.106  0.0224
C39 0.652 -5.381 -0.526  -1.2754
C40 2.567 0.330 -3.339  0.4860
C41 1.089 4.812 1.197  0.1315
C42 4.101 -2.777 1.338  -1.0302
C43 5.463 4.138 3.266  -0.7324
C44 4.492 -3.622 2.361  -0.7097
C45 -0.942 -1.937 -2.324  -1.6450
C46 2.404 5.073 -2.083  -0.0562
C47 -1.688 0.948 2.951  -2.1016
C48 0.849 3.575 3.226  -0.5573
C49 7.084 4.546 -1.975  -0.4153
C50 2.126 -2.140 2.551  -2.1547
C51 -0.366 -3.126 -1.680  1.2149
C52 -4.379 0.270 2.875  -0.1154
C53 3.687 -3.761 3.489  -1.0264
H1 0.114 -6.413 -2.336  0.3999
H2 -0.298 4.502 4.784  0.4130
H3 1.054 -4.043 1.101  0.1300
H4 -4.035 1.032 3.566  0.3604
H5 -7.237 -0.930 1.533  0.3354
H6 -0.803 -4.342 -3.387  0.4481
H7 5.884 5.138 3.265  0.4015
H8 1.069 -6.245 -0.024  0.4684
H9 -0.688 3.742 -2.347  0.1218
H10 7.107 5.178 -2.859  0.3617
H11 -0.834 6.513 3.424  0.3412
H12 -0.103 -2.996 3.654  0.4307
H13 -2.302 1.682 2.445  0.6911
H14 8.713 4.284 0.818  0.3594
H15 1.902 -3.109 4.451  0.2362
H16 -1.809 1.085 4.035  0.3889
H17 3.836 0.108 -6.475  0.3433
H18 2.904 7.137 -2.382  0.4114
H19 0.568 7.812 -2.885  0.3033
H20 1.302 -1.093 4.884  0.4702
H21 0.088 6.710 1.129  0.4428
H22 -5.594 -2.407 0.418  0.3720
H23 -2.285 -2.237 3.453  0.7339
H24 5.419 -4.180 2.277  0.3360
H25 3.943 4.620 1.825  0.2481
H26 3.100 -1.329 -4.581  0.4258
H27 0.416 0.225 4.127  0.1901
H28 -1.229 6.109 -2.867  0.4104
H29 -3.199 2.790 -2.460  0.2496
H30 -0.503 -2.630 1.972  -0.4717
H31 3.964 -4.424 4.301  0.3372
H32 6.885 3.365 4.687  0.3174
H33 -0.652 1.186 2.709  0.2619
H34 -1.416 -2.068 -3.293  0.2035
H35 -2.755 1.775 -3.772  0.2174
H36 -6.442 0.812 3.137  0.3564
H37 1.510 4.926 0.206  0.1474
H38 4.710 -2.674 0.448  0.4462
H39 1.082 2.703 3.827  0.2169
H40 4.019 0.567 3.168  0.0514
H41 2.128 0.049 3.807  -0.4866
H42 3.671 2.571 -6.262  0.4010
H43 -1.410 -1.052 4.401  0.2350
H44 2.814 3.585 -4.204  0.3630
H45 7.103 2.429 1.166  0.2889
H46 3.409 4.781 -1.794  0.2016
H47 5.436 3.357 -2.674  0.3145
H48 5.938 1.074 4.632  0.4022
H49 2.235 -0.312 -2.534  -0.0644

Values from the calculation:
HOMO-LUMO gap: 5.55 eV
highest occupied orbital energy: -1.5 eV
charge: -2

=====

Record 2
Entry from OMol25: a molecular structure, C53H49IrN4P3S (ωB97M-V with the def2-TZVPD basis set).

Last column: Löwdin spin population.
Geometry (Å):
Ir1 -0.052 -0.853 -1.329  0.5513
S1 2.159 5.002 3.439  0.0000
P1 -1.104 1.876 0.167  0.0003
P2 -1.534 -2.343 -0.268  0.0904
P3 1.416 0.603 -0.421  0.0671
N1 1.306 -2.054 -2.061  0.0178
N2 3.001 -5.930 -0.963  -0.0005
N3 0.483 1.630 0.655  -0.0054
N4 5.612 -2.216 -1.597  -0.0001
C1 2.133 1.721 -1.641  0.0357
C2 -0.307 -5.394 -0.048  0.0017
C3 3.360 -3.469 -1.634  0.0032
C4 2.434 1.195 -2.897  0.0160
C5 -2.273 6.013 1.673  0.0000
C6 -2.066 0.544 0.977  0.0009
C7 3.862 0.795 0.860  0.0012
C8 3.816 5.550 2.989  0.0000
C9 -3.149 -1.468 -0.225  0.0174
C10 2.258 -2.720 -1.839  0.0295
C11 -1.645 0.827 -2.368  0.0188
C12 4.627 -2.809 -1.627  0.0012
C13 -0.758 -3.373 4.124  0.0000
C14 4.946 0.281 1.548  0.0001
C15 -1.568 3.467 0.815  -0.0001
C16 -1.275 -2.805 1.456  0.0022
C17 -4.496 0.444 0.375  0.0001
C18 -1.615 -3.688 -1.472  0.0304
C19 0.862 2.672 2.962  -0.0002
C20 -1.150 1.903 -1.618  0.0021
C21 2.161 3.390 2.631  0.0000
C22 -1.036 1.959 -4.401  -0.0001
C23 3.343 3.318 -3.566  0.0041
C24 -2.877 3.732 1.214  0.0000
C25 -2.160 -3.331 -2.716  0.0257
C26 -3.225 5.003 1.643  0.0000
C27 -0.200 -2.207 2.116  -0.0003
C28 3.936 -1.906 1.538  -0.0001
C29 -1.652 -5.496 -3.582  0.0205
C30 -1.576 0.859 -3.762  0.0014
C31 -0.967 5.756 1.270  0.0000
C32 -5.631 -0.176 -0.115  0.0077
C33 -3.246 -0.167 0.313  0.0053
C34 -0.625 3.020 -2.278  0.0004
C35 0.621 1.415 2.141  -0.0005
C36 4.985 -1.067 1.886  0.0005
C37 -0.574 3.045 -3.657  -0.0009
C38 3.196 -4.837 -1.264  0.0013
C39 -1.075 -5.836 -2.371  0.0015
C40 -0.614 4.490 0.840  -0.0001
C41 2.840 -1.395 0.857  0.0003
C42 -2.185 -4.226 -3.765  -0.0021
C43 -1.840 -3.951 3.477  -0.0001
C44 -1.020 -4.947 -1.297  0.0143
C45 -2.132 -3.679 2.143  0.0008
C46 3.039 1.995 -3.856  0.0001
C47 3.044 3.845 -2.315  0.0026
C48 -5.538 -1.453 -0.655  -0.0002
C49 -3.347 -4.303 1.511  0.0004
C50 -4.303 -2.090 -0.692  0.0096
C51 2.440 3.050 -1.355  0.0071
C52 2.796 -0.043 0.518  0.0027
C53 0.064 -2.484 3.447  0.0000
H1 3.859 1.838 0.569  0.0000
H2 0.895 2.351 4.007  0.0000
H3 3.821 3.939 -4.313  0.0002
H4 1.454 0.728 2.283  0.0000
H5 0.225 -4.586 0.449  0.0002
H6 -2.446 1.011 1.893  -0.0001
H7 2.269 3.530 1.552  0.0000
H8 5.776 0.927 1.803  0.0000
H9 3.280 1.581 -4.826  -0.0001
H10 5.844 -1.466 2.409  0.0000
H11 -2.546 7.000 2.021  0.0000
H12 3.288 4.875 -2.087  0.0003
H13 -2.616 -3.941 -4.715  -0.0005
H14 3.927 5.628 1.908  0.0000
H15 -2.480 -4.637 4.019  0.0000
H16 -0.181 3.917 -4.163  -0.0001
H17 2.035 -2.054 0.573  -0.0004
H18 -3.663 -5.178 2.075  0.0000
H19 0.434 -1.522 1.573  -0.0013
H20 -1.670 -6.216 -4.389  0.0011
H21 -1.964 0.028 -4.336  0.0000
H22 -0.993 1.991 -5.482  0.0000
H23 3.017 2.801 2.972  0.0000
H24 -4.599 1.422 0.831  -0.0001
H25 0.413 4.289 0.558  0.0000
H26 0.017 3.354 2.884  0.0000
H27 2.205 0.161 -3.132  0.0057
H28 -0.632 -6.817 -2.248  -0.0001
H29 3.975 -2.960 1.781  0.0000
H30 -0.560 -3.618 5.159  0.0000
H31 -4.243 -3.095 -1.090  0.0005
H32 3.955 6.536 3.428  0.0000
H33 -0.269 0.900 2.518  0.0000
H34 4.571 4.879 3.397  0.0000
H35 0.908 -2.023 3.944  0.0000
H36 -0.264 3.871 -1.717  0.0000
H37 -2.588 -2.342 -2.856  0.0018
H38 -1.002 -5.830 0.674  0.0008
H39 2.202 3.465 -0.384  0.0002
H40 -6.585 0.331 -0.056  0.0004
H41 -6.419 -1.962 -1.023  -0.0001
H42 0.431 -6.154 -0.297  0.0001
H43 -3.168 -4.614 0.480  0.0002
H44 -4.180 -3.596 1.506  0.0000
H45 -3.637 2.963 1.195  0.0000
H46 -4.240 5.201 1.960  0.0000
H47 -1.328 -0.180 1.332  -0.0002
H48 -0.217 6.534 1.313  0.0000
H49 -2.233 0.055 -1.884  0.0083

Values from the calculation:
HOMO-LUMO gap (spin up / spin down): 6.06 / 6.00 eV
highest occupied orbital energy (spin up / spin down): -12.8 / -12.8 eV
charge: +2
2S+1: 2

=====

no.,E (eV),F_max (eV/A)
1,-143005.8954,1.49
2,-103243.3041,1.39